{
  "formula": "H12O5S2",
  "method": "ωB97M-V with the def2-TZVPD basis set",
  "smiles": "SS.O.O.O.O.O",
  "lumo_ha": -0.0058,
  "de_lowest_kcal_mol": 24.0,
  "total_charge": 0,
  "homo_energy_ev": -9.10,
  "elements": ["S", "S", "H", "H", "O", "H", "H", "O", "H", "H", "O", "H", "H", "O", "H", "H", "O", "H", "H"],
  "coordinates": [[-2.3485, 1.4723, -2.5633], [-1.1172, 1.4307, -0.7996], [-1.2691, 1.8156, -3.3109], [-2.0071, 0.7269, -0.1048], [1.4933, -0.5787, -0.6564], [0.6621, -0.1771, -0.9468], [1.4875, -1.3845, -1.1473], [-0.0744, -1.6715, 1.8299], [0.4358, -0.9540, 2.2444], [0.6184, -2.2118, 1.4723], [-0.1929, -5.0559, 4.3276], [0.3872, -4.6442, 3.7126], [-0.6502, -4.3496, 4.8145], [3.0964, 1.5424, -1.8504], [2.7277, 1.1872, -1.0383], [2.5767, 1.1381, -2.5797], [1.5850, 0.7915, 2.2120], [2.2095, 1.1490, 2.8424], [2.1582, 0.6096, 1.4899]],
  "forces_ev_per_a": [[0.98, 0.16, 0.41], [-0.45, 0.27, -0.65], [-0.45, -0.14, 0.10], [-0.07, -0.25, 0.15], [-0.10, 0.70, 0.22], [-0.22, 0.29, 0.35], [0.36, -1.05, -0.43], [-0.18, 0.49, 0.65], [-0.30, 0.07, -0.17], [0.40, -0.50, -0.46], [-0.98, -0.40, 1.12], [0.59, 0.71, -0.69], [0.37, -0.30, -0.45], [-0.23, 0.08, -0.95], [-0.18, -0.34, -0.17], [0.52, 0.32, 0.98], [-0.46, 0.18, 0.83], [-0.08, 0.23, 0.59], [0.46, -0.53, -1.44]],
  "mulliken_charge": [-0.172, -0.206, 0.154, 0.208, -0.492, 0.269, 0.261, -0.623, 0.350, 0.268, -0.630, 0.310, 0.323, -0.630, 0.332, 0.298, -0.614, 0.290, 0.304]
}

***

{
  "formula": "H12O6",
  "method": "ωB97M-V with the def2-TZVPD basis set",
  "smiles": "O.O.O.O.O.O",
  "lumo_ha": -0.0009,
  "de_lowest_kcal_mol": 37.9,
  "total_charge": 0,
  "homo_energy_ev": -11.12,
  "elements": ["O", "H", "H", "O", "H", "H", "O", "H", "H", "O", "H", "H", "O", "H", "H", "O", "H", "H"],
  "coordinates": [[23.6871, -20.2567, -20.3015], [23.7616, -21.2093, -20.3589], [23.0232, -20.1081, -19.6281], [23.2857, -20.4816, -14.6170], [23.3390, -20.8580, -15.4955], [22.3472, -20.4044, -14.4456], [24.7813, -16.8424, -21.3230], [24.5341, -17.7444, -21.1193], [24.0339, -16.4923, -21.8077], [25.9532, -23.2700, -18.9665], [25.7414, -23.9312, -18.3075], [26.8105, -23.5318, -19.3023], [26.9785, -20.0666, -13.4582], [26.2032, -20.1020, -14.0184], [26.7801, -19.3845, -12.8167], [26.5501, -19.6963, -17.5048], [25.7543, -19.8010, -18.0264], [26.7756, -20.5851, -17.2301]],
  "forces_ev_per_a": [[0.12, 0.30, -0.02], [0.16, -0.31, -0.07], [-0.21, 0.09, 0.14], [0.22, 0.04, 0.11], [0.07, -0.08, -0.22], [-0.23, 0.05, 0.12], [0.16, 0.18, 0.05], [-0.02, -0.39, 0.08], [-0.15, 0.11, -0.13], [-0.22, 0.24, -0.01], [-0.08, -0.19, 0.18], [0.25, -0.01, -0.14], [0.26, -0.19, 0.03], [-0.28, 0.02, -0.18], [-0.03, 0.16, 0.14], [0.04, 0.21, 0.19], [-0.18, -0.01, -0.29], [0.12, -0.25, 0.03]],
  "mulliken_charge": [-0.621, 0.315, 0.309, -0.610, 0.302, 0.312, -0.642, 0.318, 0.309, -0.628, 0.317, 0.318, -0.638, 0.324, 0.311, -0.619, 0.312, 0.311]
}

***

{
  "formula": "H12O6",
  "method": "ωB97M-V with the def2-TZVPD basis set",
  "smiles": "O.O.O.O.O.O",
  "lumo_ha": 0.0047,
  "de_lowest_kcal_mol": 59.3,
  "total_charge": 0,
  "homo_energy_ev": -10.89,
  "elements": ["O", "H", "H", "O", "H", "H", "O", "H", "H", "O", "H", "H", "O", "H", "H", "O", "H", "H"],
  "coordinates": [[-0.0728, 0.1611, -1.0553], [0.5024, -0.0848, -1.7484], [0.6627, 0.2411, -0.3834], [2.2739, -1.8284, 0.7125], [3.0862, -1.6429, 0.1949], [1.7682, -2.3931, 0.1742], [-0.6959, -0.4890, 1.1329], [-0.8614, -1.3580, 1.4516], [-0.8130, 0.0624, 1.9369], [-3.9362, -1.5819, -0.6762], [-3.8567, -2.2439, 0.0254], [-3.1083, -1.3705, -0.9267], [2.7498, 0.4236, -0.9692], [2.9937, 1.3618, -0.8336], [2.3745, 0.2095, -0.0561], [-1.0167, 3.8715, 0.3555], [-1.6610, 3.2679, 0.7158], [-0.3894, 3.3935, -0.0507]],
  "forces_ev_per_a": [[1.07, 0.59, 1.39], [0.66, -0.29, -2.05], [-2.09, -0.11, -0.61], [1.83, 1.42, 0.70], [-0.64, -0.34, 0.41], [-1.08, -1.11, -1.12], [-0.22, 1.54, 1.47], [-0.15, -1.25, 0.39], [0.07, -0.46, -0.68], [-4.49, -1.46, 1.61], [0.01, 0.31, -0.33], [4.52, 1.21, -1.27], [-0.35, 0.62, 2.23], [-0.02, -0.59, -0.47], [0.90, -0.02, -1.62], [-3.22, 3.11, 2.28], [-0.17, -0.32, -0.01], [3.37, -2.85, -2.33]],
  "mulliken_charge": [-0.600, 0.309, 0.301, -0.643, 0.333, 0.314, -0.520, 0.254, 0.276, -0.613, 0.305, 0.302, -0.674, 0.324, 0.331, -0.609, 0.317, 0.294]
}

***

{
  "formula": "H12O6",
  "method": "ωB97M-V with the def2-TZVPD basis set",
  "smiles": "O.O.O.O.O.O",
  "lumo_ha": -0.0113,
  "de_lowest_kcal_mol": 74.4,
  "total_charge": 0,
  "homo_energy_ev": -10.74,
  "elements": ["O", "H", "H", "O", "H", "H", "O", "H", "H", "O", "H", "H", "O", "H", "H", "O", "H", "H"],
  "coordinates": [[1.0322, -0.0339, -0.0354], [0.6192, -0.4699, 0.8156], [0.3162, 0.0471, -0.4834], [-0.1278, 1.9261, -2.0854], [-1.0808, 1.7191, -2.3894], [0.5592, 2.1311, -2.7184], [-1.9308, -0.4089, -0.8144], [-1.6948, -1.2859, -0.9144], [-2.1568, 0.1221, -1.7214], [2.3162, -1.8229, -1.6714], [1.7232, -1.9539, -2.3984], [1.9572, -1.1899, -1.1734], [1.1942, 0.6011, 3.1576], [0.6952, 1.2161, 3.7506], [1.0632, -0.2599, 3.4206], [-1.4578, -0.4479, 1.9576], [-1.5318, -0.3239, 0.9406], [-1.4958, 0.4351, 2.3626]],
  "forces_ev_per_a": [[5.63, -2.50, 7.33], [1.68, 1.37, -1.90], [-7.35, 1.51, -5.27], [-2.46, -0.76, 0.99], [3.16, 1.02, -0.24], [-0.66, -0.11, -0.85], [-1.63, 5.28, -2.26], [0.56, -2.82, -1.29], [0.99, -2.86, 3.42], [2.76, -4.23, -3.05], [-0.33, -0.15, -0.56], [-2.27, 4.19, 3.51], [0.09, 4.11, -0.41], [0.70, -1.19, -0.68], [-0.73, -2.89, 1.20], [-0.06, 0.24, -1.94], [-0.18, 0.23, 2.56], [0.11, -0.43, -0.55]],
  "mulliken_charge": [-0.704, 0.365, 0.365, -0.609, 0.293, 0.314, -0.686, 0.303, 0.282, -0.600, 0.272, 0.382, -0.594, 0.293, 0.302, -0.637, 0.319, 0.341]
}

***

{
  "formula": "H12O6",
  "method": "ωB97M-V with the def2-TZVPD basis set",
  "lumo_ha": -0.0324,
  "de_lowest_kcal_mol": 243.1,
  "total_charge": 0,
  "homo_energy_ev": -8.07,
  "elements": ["O", "H", "H", "O", "H", "H", "O", "H", "H", "O", "H", "H", "O", "H", "H", "O", "H", "H"],
  "coordinates": [[15.2350, 7.4404, -1.8050], [14.5541, 7.6299, -1.1595], [14.7973, 6.9025, -2.4647], [14.3987, 6.5252, -3.4028], [15.2176, 6.1969, -3.7740], [13.7237, 5.9523, -3.7666], [11.5101, 6.1727, -5.1418], [11.0352, 5.3826, -5.3995], [12.4128, 5.8799, -5.0164], [13.3367, 5.0984, -4.5293], [13.4296, 4.8872, -5.4583], [13.1202, 4.2636, -4.1139], [14.7334, 8.4622, -3.7545], [15.3266, 8.7216, -3.0495], [14.4749, 7.5675, -3.5336], [16.2158, 5.4328, -3.3008], [16.2231, 4.6972, -3.9132], [17.0666, 5.3901, -2.8643]],
  "forces_ev_per_a": [[3.58, 2.22, 7.53], [0.14, 0.24, 0.39], [0.19, -0.42, 3.03], [-5.45, -9.02, -3.46], [0.49, 0.45, -0.30], [0.08, 1.31, 1.15], [-2.39, 1.49, -1.04], [-0.38, -0.02, -0.10], [-2.02, 1.45, -0.09], [1.35, -6.91, -2.19], [0.61, -0.22, -0.70], [-0.35, -0.42, 0.44], [1.49, 8.14, -3.12], [-0.17, 0.43, -0.26], [-0.92, 3.98, -1.41], [3.12, -2.61, 0.05], [0.26, -0.48, -0.21], [0.37, 0.38, 0.28]],
  "mulliken_charge": [-0.870, 0.250, 0.590, -0.805, 0.372, 0.378, -0.709, 0.251, 0.428, -0.581, 0.403, 0.297, -0.862, 0.311, 0.536, -0.537, 0.276, 0.273]
}

***

{
  "formula": "H12O6",
  "method": "ωB97M-V with the def2-TZVPD basis set",
  "smiles": "O.O.O.O.O.O",
  "lumo_ha": 0.0120,
  "de_lowest_kcal_mol": 40.2,
  "total_charge": 0,
  "homo_energy_ev": -11.18,
  "elements": ["O", "H", "H", "O", "H", "H", "O", "H", "H", "O", "H", "H", "O", "H", "H", "O", "H", "H"],
  "coordinates": [[5.1832, -0.7081, 2.3367], [5.8105, -0.9664, 1.6614], [4.3646, -0.5647, 1.8617], [-4.5412, -3.4887, -1.4341], [-4.6405, -2.5811, -1.7217], [-4.7298, -3.4651, -0.4960], [0.0441, 0.8808, -0.1257], [-0.0340, 1.7713, 0.2165], [-0.7857, 0.7231, -0.5761], [1.6826, 3.3753, 3.5499], [2.5616, 3.7507, 3.4980], [1.0954, 4.1242, 3.4470], [-4.1514, 1.0442, -2.7339], [-4.0178, 0.5394, -3.5361], [-4.6760, 1.7964, -3.0083], [2.5395, -2.2453, -0.7432], [1.9748, -1.4960, -0.5538], [2.3201, -2.4900, -1.6422]],
  "forces_ev_per_a": [[0.09, 0.09, 0.26], [0.15, -0.10, -0.16], [-0.25, -0.01, -0.11], [0.06, -0.19, -0.15], [-0.02, 0.25, -0.09], [-0.03, -0.04, 0.24], [0.22, -0.21, -0.05], [0.06, 0.21, 0.16], [-0.25, -0.07, -0.13], [-0.10, -0.21, -0.03], [0.27, 0.03, 0.00], [-0.18, 0.18, 0.01], [0.10, -0.10, 0.24], [0.07, -0.14, -0.21], [-0.14, 0.21, -0.02], [0.22, -0.11, 0.13], [-0.22, 0.28, 0.11], [-0.03, -0.09, -0.21]],
  "mulliken_charge": [-0.639, 0.318, 0.320, -0.639, 0.317, 0.321, -0.625, 0.312, 0.320, -0.635, 0.320, 0.316, -0.635, 0.324, 0.313, -0.641, 0.327, 0.307]
}

***

{
  "formula": "H12O6",
  "method": "ωB97M-V with the def2-TZVPD basis set",
  "smiles": "O.O.O.O.O.O",
  "lumo_ha": 0.0041,
  "de_lowest_kcal_mol": 33.9,
  "total_charge": 0,
  "homo_energy_ev": -10.64,
  "elements": ["O", "H", "H", "O", "H", "H", "O", "H", "H", "O", "H", "H", "O", "H", "H", "O", "H", "H"],
  "coordinates": [[-1.5904, 1.2359, -0.0712], [-1.2161, 0.8030, 0.7635], [-1.8817, 2.2669, 0.2709], [1.1974, -1.3624, -1.0642], [0.2919, -1.6935, -0.8881], [1.0718, -0.4207, -1.2080], [-0.3527, -0.1470, 1.7347], [-0.6502, -0.8896, 1.1502], [0.6521, -0.0847, 1.6333], [2.1851, -0.0906, 1.1149], [1.8415, 0.7366, 0.6421], [2.0711, -0.7119, 0.3165], [-1.4798, -1.4486, -0.2301], [-2.1141, -2.3014, -0.3054], [-2.0003, -0.6339, -0.5350], [0.9110, 1.3842, -0.8990], [-0.0467, 1.4493, -0.6479], [1.1101, 1.9084, -1.7771]],
  "forces_ev_per_a": [[-1.42, 4.68, 1.63], [0.15, 0.25, 0.05], [1.14, -4.62, -1.47], [-0.30, -0.98, -0.08], [0.61, 0.28, -0.10], [-0.17, 0.57, -0.29], [0.08, -0.24, -0.22], [0.50, 0.53, 0.83], [-0.89, -0.48, 0.20], [-0.64, 0.88, -2.17], [1.10, -1.08, 0.86], [0.25, 0.41, 1.53], [-3.34, -2.16, -1.17], [2.08, 3.22, 0.21], [0.78, -1.54, 0.54], [0.85, 1.59, -2.62], [0.14, 0.20, -0.53], [-0.92, -1.52, 2.82]],
  "mulliken_charge": [-0.860, 0.517, 0.343, -0.782, 0.403, 0.405, -0.873, 0.441, 0.452, -0.854, 0.435, 0.486, -0.726, 0.298, 0.379, -0.791, 0.429, 0.298]
}

***

{
  "formula": "H12O6",
  "method": "ωB97M-V with the def2-TZVPD basis set",
  "smiles": "O.O.O.O.O.O",
  "lumo_ha": 0.0063,
  "de_lowest_kcal_mol": 34.0,
  "total_charge": 0,
  "homo_energy_ev": -10.46,
  "elements": ["O", "H", "H", "O", "H", "H", "O", "H", "H", "O", "H", "H", "O", "H", "H", "O", "H", "H"],
  "coordinates": [[-22.5869, 1.3314, -11.2514], [-22.1977, 0.9871, -12.0213], [-22.9170, 0.5869, -10.7433], [-19.2656, 3.3900, -13.9705], [-19.2444, 3.5534, -13.0093], [-18.5969, 2.8034, -14.3460], [-20.8621, -0.6568, -15.6787], [-20.3240, -0.9886, -16.4266], [-21.0644, -1.3955, -15.0697], [-20.2382, -0.0615, -12.4395], [-20.3584, 0.5248, -13.1606], [-19.7025, 0.5117, -11.8261], [-21.0301, 5.4890, -13.5419], [-20.7962, 6.2932, -14.0175], [-20.8683, 4.7436, -14.0837], [-21.3070, 1.7215, -14.2193], [-20.6125, 2.4253, -14.3617], [-21.2758, 1.1742, -15.0236]],
  "forces_ev_per_a": [[-1.03, 1.04, 1.81], [0.90, -0.86, -1.61], [0.10, -0.08, -0.12], [-0.19, 0.50, -0.31], [0.56, -0.46, -0.68], [0.18, 0.18, 0.94], [0.22, -0.53, -0.31], [-0.57, 0.00, 0.86], [0.38, 0.50, -0.63], [1.57, -0.20, 2.38], [-0.66, 1.09, -1.67], [-0.90, -1.14, -0.62], [-0.46, 1.41, 1.27], [0.02, -0.38, -0.12], [0.34, -0.85, -1.10], [0.67, 0.60, -0.77], [-1.00, -0.84, 0.39], [-0.14, 0.01, 0.31]],
  "mulliken_charge": [-0.621, 0.297, 0.293, -0.724, 0.351, 0.317, -0.626, 0.301, 0.315, -0.631, 0.367, 0.325, -0.624, 0.308, 0.316, -0.687, 0.395, 0.328]
}